Entry 1:
This record from the OMol25 dataset describes a 2-piece molecular cluster, C2H10NO overall. The level of theory is the ωB97M-V functional and the def2-TZVPD basis.

Results
- E_LUMO (eV) = -3.4
- calculated total energy (eV) = -5766.8489
- net charge = +1

Geometry (Å):
O1 0.30645 -1.41907 -2.64512
H1 -0.28545 -2.11168 -2.98017
H2 -0.13733 0.40565 -0.70300
H3 1.01163 -2.03808 -2.39905
C1 -1.26572 0.11807 0.97186
N1 -0.18165 0.82448 0.24987
C2 1.18023 0.75442 0.91302
H4 -0.94971 -0.87230 1.28342
H5 -1.65270 0.67111 1.83753
H6 -2.05784 -0.12610 0.26014
H7 -0.42578 1.80680 0.14262
H8 0.91906 0.94639 1.94397
H9 1.96776 1.34174 0.39221
H10 1.57103 -0.30144 0.73269

---

Entry 2:
This record from the OMol25 dataset describes C16H20BCoN9O3S4 as an isolated structure. The level of theory is the ωB97M-V functional and the def2-TZVPD basis.

Results
- E_LUMO (alpha / beta) (eV) = -0.7 / -3.2
- calculated total energy (eV) = -118114.5924
- multiplicity = 6
- net charge = 0

Geometry (Å):
Co1 0.19059 -1.52572 -1.22137
C1 1.13912 -3.80459 1.42434
C2 0.67477 -2.42179 1.74374
C3 0.32889 -1.90248 2.99508
C4 -0.06744 -0.60658 2.75286
N1 0.04324 -0.37190 1.43636
N2 0.51241 -1.48912 0.81017
B1 -0.36176 0.86268 0.58119
N3 -1.59381 0.47983 -0.30541
C5 -2.90645 0.70525 -0.14688
C6 -3.58105 0.15967 -1.21948
C7 -2.58803 -0.43196 -2.00532
C8 -2.71508 -1.21277 -3.27212
N4 -1.39632 -0.22497 -1.45346
N5 0.82117 1.22528 -0.36300
C9 1.44305 2.41177 -0.45256
C10 2.34768 2.33841 -1.48523
C11 2.20483 1.04182 -2.00452
C12 2.94667 0.48171 -3.17814
N6 1.28743 0.37206 -1.30791
N7 -0.66919 2.08514 1.42669
C13 -1.43465 3.15748 1.09537
C14 -1.18843 4.14650 2.00694
C15 -0.21961 3.59699 2.87930
C16 0.45029 4.24474 4.05165
N8 0.10195 2.36786 2.51661
H1 0.68200 -4.51467 2.11035
H2 0.86916 -4.08849 0.40598
H3 2.22258 -3.88840 1.53159
H4 0.36262 -2.41425 3.94377
H5 -0.41143 0.16414 3.42019
H6 -3.28528 1.21127 0.72758
H7 -4.64543 0.16131 -1.39540
H8 -3.74868 -1.50940 -3.43634
H9 -2.38770 -0.61869 -4.12752
H10 -2.09974 -2.11538 -3.23403
H11 1.21382 3.21643 0.23033
H12 3.00709 3.11256 -1.84373
H13 3.52936 1.27551 -3.64259
H14 3.63146 -0.31718 -2.88557
H15 2.26716 0.08029 -3.93199
H16 -2.08182 3.14905 0.23233
H17 -1.64126 5.12577 2.05036
H18 -0.16832 5.04114 4.46355
H19 0.64846 3.51077 4.83200
H20 1.40668 4.68000 3.75568
S1 3.34440 -1.96754 -0.43785
S2 3.83686 -3.68059 -1.11514
S3 2.38836 -4.16794 -2.71972
S4 1.51373 -2.52664 -3.20824
O1 -2.10697 -4.76074 -0.75842
N9 -1.59414 -3.66020 -0.73530
O2 -2.00405 -2.71734 -0.05590
O3 -0.51920 -3.46608 -1.48090

---

Entry 3:
This record from the OMol25 dataset describes C38H44GeN14O3PTi as an isolated structure. The level of theory is the ωB97M-V functional and the def2-TZVPD basis.

Results
- E_LUMO (alpha / beta) (eV) = 2.0 / 2.0
- calculated total energy (eV) = -156038.3239
- net charge = -1

Geometry (Å):
Ti1 -0.63194 0.72696 0.83743
O1 1.22913 0.49359 0.88074
C1 1.78170 -0.41437 0.00583
C2 1.45902 -0.04845 -1.41302
C3 2.23841 -0.44950 -2.49174
C4 1.87740 -0.04075 -3.76636
C5 0.73852 0.74775 -3.90246
C6 0.00513 1.06482 -2.77486
N1 0.33987 0.68096 -1.54167
H1 0.88054 -0.75521 2.25394
H2 1.32651 -1.41713 0.18673
H3 2.87434 -0.50839 0.14867
H4 3.11029 -1.06980 -2.32592
H5 2.47786 -0.30605 -4.62482
H6 0.42316 1.09844 -4.87318
H7 -0.90448 1.64211 -2.86759
N2 -2.92375 2.41488 2.05728
N3 -1.89549 3.00071 2.82032
C7 -1.01919 2.12097 3.49281
N4 -0.51199 2.46071 4.63686
N5 -0.73893 0.96421 2.87683
N6 0.06815 0.15928 3.70790
O2 0.40428 -1.00377 3.08684
O3 1.32915 0.83375 3.93261
H8 -3.27387 3.08179 1.37656
H9 -3.69886 2.07187 2.62784
H10 -2.19679 3.75111 3.45159
H11 -0.87115 3.34262 4.98978
H12 1.02187 1.57457 4.50064
N7 -0.95937 4.68209 -1.24701
C8 -0.32340 4.05200 -0.24166
N8 -0.83650 2.87186 -0.03957
C9 -1.86561 2.79295 -0.96426
N9 -1.95684 3.89523 -1.73046
C10 -2.72819 1.67877 -0.96988
C11 -3.82954 1.56133 -1.82900
N10 -4.74765 0.63624 -1.72354
C12 -4.55798 -0.24163 -0.69120
C13 -3.45925 -0.20454 0.11999
N11 -2.48167 0.71752 0.00600
H13 -0.79408 5.58870 -1.65122
H14 0.46857 4.51212 0.31168
H15 -3.95070 2.29577 -2.61577
H16 -5.33328 -0.98236 -0.56569
H17 -3.32174 -0.92598 0.92084
C14 4.21907 4.72101 0.44367
N12 4.14703 3.38623 -0.11920
C15 5.02875 2.51595 0.64000
N13 4.75796 2.50604 2.06308
C16 4.82109 3.86557 2.56130
N14 3.93324 4.78536 1.86724
C17 2.54225 4.44144 2.12984
P1 1.97175 2.69434 1.57494
C18 2.78879 2.87450 -0.12585
C19 3.47921 1.88374 2.35379
H18 3.51714 5.37230 -0.08863
H19 5.23797 5.09782 0.28630
H20 6.05961 2.86114 0.48688
H21 4.92629 1.49791 0.25742
H22 5.84886 4.23001 2.43482
H23 4.56884 3.87110 3.62584
H24 1.92827 5.21697 1.65412
H25 2.37313 4.52214 3.20989
H26 2.18907 3.53541 -0.76156
H27 2.80157 1.89085 -0.60011
H28 3.50587 0.84557 2.01618
H29 3.32896 1.87604 3.43582
C20 -0.93453 -1.18941 0.71715
Ge1 -1.26025 -2.76791 -0.27061
C21 -2.27185 -4.30497 0.56858
C22 -1.77564 -5.59981 0.49894
C23 -2.49555 -6.67292 0.99397
C24 -3.73952 -6.46824 1.56561
C25 -4.24961 -5.18373 1.64558
C26 -3.51615 -4.11674 1.15653
C27 0.52202 -3.60210 -0.69644
C28 1.01074 -3.78855 -1.98184
C29 2.29689 -4.25562 -2.19525
C30 3.11610 -4.55024 -1.11931
C31 2.63966 -4.38400 0.17181
C32 1.35772 -3.90885 0.37525
C33 -2.24925 -2.49639 -1.99398
C34 -1.68104 -1.69055 -2.97005
C35 -2.39056 -1.31472 -4.09480
C36 -3.69614 -1.74477 -4.25953
C37 -4.26998 -2.56912 -3.30717
C38 -3.55221 -2.93493 -2.18323
H30 -0.80752 -5.76762 0.04484
H31 -2.08742 -7.67377 0.93150
H32 -4.30866 -7.30540 1.94805
H33 -5.22273 -5.01388 2.08965
H34 -3.91855 -3.11446 1.22784
H35 0.37151 -3.57350 -2.82784
H36 2.66406 -4.38768 -3.20535
H37 4.12114 -4.91512 -1.28382
H38 3.27118 -4.61906 1.01954
H39 0.98396 -3.76245 1.38217
H40 -0.66076 -1.35957 -2.83723
H41 -1.92756 -0.67363 -4.83490
H42 -4.26367 -1.43794 -5.12744
H43 -5.28744 -2.91526 -3.43505
H44 -4.00482 -3.57628 -1.43781

---

Entry 4:
This record from the OMol25 dataset describes C49H34FeN3O2P as an isolated structure. The level of theory is the ωB97M-V functional and the def2-TZVPD basis.

Results
- E_LUMO (alpha / beta) (eV) = 2.1 / 2.0
- calculated total energy (eV) = -103607.5582
- multiplicity = 2
- net charge = -1

Geometry (Å):
Fe1 0.80291 0.78806 -0.07374
O1 5.00923 2.02248 5.12866
C1 5.39026 1.68992 3.98737
O2 6.51038 1.30383 3.59638
C2 4.26936 1.61792 2.92718
C3 4.54783 1.27412 1.61452
C4 3.50431 1.12982 0.69919
N1 2.21272 1.27770 1.09211
C5 1.93632 1.74238 2.33993
C6 2.93688 1.91463 3.27154
C7 0.51351 2.06734 2.49414
C8 -0.08418 2.47764 3.68468
C9 -1.43402 2.77171 3.67728
C10 -2.16189 2.65580 2.48956
C11 -1.50996 2.22654 1.34883
N2 -0.20835 1.93013 1.34667
C12 3.58468 0.88368 -0.72127
C13 4.77252 0.65985 -1.42940
C14 4.72538 0.54911 -2.79787
C15 3.47887 0.66651 -3.45568
C16 2.34417 0.83970 -2.70341
N3 2.36217 0.93022 -1.36016
H1 5.58609 1.10968 1.35855
H2 2.76131 2.26691 4.27968
H3 0.50276 2.55701 4.58767
H4 -1.92076 3.08932 4.59022
H5 -3.21895 2.87747 2.44443
H6 -2.02897 2.08609 0.40893
H7 5.70693 0.59107 -0.89075
H8 5.63434 0.38073 -3.36056
H9 3.40074 0.61103 -4.53286
H10 1.36343 0.90433 -3.15921
C17 4.62203 -2.02093 2.95773
C18 4.40292 -2.23134 1.60767
C19 3.12776 -2.11178 1.07278
C20 2.04841 -1.79186 1.89202
C21 2.27971 -1.59016 3.25596
C22 3.55348 -1.70167 3.78532
P1 0.40005 -1.31930 1.28074
C23 -0.73065 -2.53593 2.05957
C24 -0.32623 -3.72462 2.65599
C25 -1.26580 -4.59696 3.18644
C26 -2.61684 -4.29126 3.12478
C27 -3.03012 -3.10437 2.53355
C28 -2.09085 -2.22888 2.01497
C29 0.33511 -1.94545 -0.43893
C30 0.78905 -3.22893 -0.76077
C31 0.92306 -3.66166 -2.06460
C32 0.58758 -2.79271 -3.09902
C33 0.07890 -1.54577 -2.80774
C34 -0.08919 -1.10339 -1.48486
H11 5.62433 -2.06696 3.36164
H12 5.23513 -2.45475 0.95194
H13 2.98588 -2.22777 0.00845
H14 1.45987 -1.29858 3.90422
H15 3.71960 -1.49243 4.83351
H16 0.72801 -3.96896 2.71259
H17 -0.93791 -5.51884 3.64958
H18 -3.34680 -4.97418 3.54090
H19 -4.08263 -2.85579 2.48601
H20 -2.41035 -1.29330 1.56617
H21 1.05320 -3.90016 0.04916
H22 1.28021 -4.66029 -2.27688
H23 0.69051 -3.10595 -4.13036
H24 -0.23617 -0.88526 -3.60624
C35 -0.73124 0.20923 -1.23041
C36 -1.82359 0.58208 -1.78276
C37 -2.93030 1.05816 -2.35099
C38 -4.22003 1.00482 -1.63347
C39 -4.39069 0.11844 -0.56228
C40 -5.56082 0.10007 0.17282
C41 -6.60462 0.96252 -0.14199
C42 -6.45045 1.84557 -1.19904
C43 -5.27552 1.86978 -1.93557
C44 -2.81520 1.68591 -3.69261
C45 -3.74359 1.44196 -4.70489
C46 -3.58526 1.99757 -5.96473
C47 -2.49155 2.80390 -6.24348
C48 -1.55848 3.05289 -5.24615
C49 -1.72103 2.50320 -3.98585
H25 -3.58395 -0.56306 -0.31837
H26 -5.66054 -0.59765 0.99535
H27 -7.52364 0.94475 0.42943
H28 -7.24781 2.53445 -1.45203
H29 -5.16710 2.58655 -2.73673
H30 -4.58980 0.79722 -4.50355
H31 -4.31540 1.78721 -6.73665
H32 -2.36927 3.23783 -7.22777
H33 -0.69994 3.68157 -5.44595
H34 -0.99145 2.69254 -3.20726

---

- Which of these has the highest net charge?
  C2H10NO

---

- What is the net charge in the third record?
  -1